Version P
Here is an isolated molecule of C5H9NO2 from the Open Molecules 2025 dataset. Energies are from ωB97M-V/def2-TZVPD.

## Properties
**SMILES string**: CN[C@@H](C=O)CC=O
**HOMO level**: -9.34 eV
**Kohn-Sham gap**: 10.0 eV

ORCA input file:
```
! RIJCOSX wB97M-V def2-TZVPD def2/J DEFGRID3
* xyz 0 1
C 1.382 -1.764 0.214
N 1.271 -0.383 0.654
C -0.062 0.188 0.517
C -0.454 0.494 -0.945
C -1.941 0.549 -1.198
O -2.458 0.043 -2.161
C -0.141 1.459 1.346
O -1.109 2.169 1.334
H 0.798 -2.375 0.904
H 0.917 -1.944 -0.762
H 2.442 -1.990 0.152
H 1.960 0.230 0.239
H -0.741 -0.512 1.014
H 0.017 1.398 -1.293
H -0.054 -0.307 -1.553
H -2.564 1.054 -0.445
H 0.738 1.692 1.982
*
```

=====

Version Q
Here is an isolated molecule of C5H9NO2 from the Open Molecules 2025 dataset. Energies are from ωB97M-V/def2-TZVPD.

## Properties
**SMILES string**: CC(=O)/C(C)=C\NO
**HOMO level**: -8.05 eV
**Kohn-Sham gap**: 8.7 eV

ORCA input file:
```
! RIJCOSX wB97M-V def2-TZVPD def2/J DEFGRID3
* xyz 0 1
C 0.000 1.886 0.026
C 1.895 -0.812 1.058
N -1.408 -0.623 -0.862
C -0.325 0.582 0.713
C 0.659 -0.608 0.271
C -0.007 -1.262 -0.650
O -1.926 -0.841 -2.150
O -0.940 0.503 1.777
H -2.894 -0.803 -1.985
H -2.044 0.115 -0.536
H 0.128 -2.246 -1.073
H -0.933 2.424 -0.168
H 0.641 2.481 0.680
H 0.501 1.737 -0.933
H 2.361 -1.781 0.863
H 1.671 -0.730 2.126
H 2.622 -0.023 0.843
*
```

=====

Version R
Here is a 2-piece molecular cluster, C5H9NO2 overall from the Open Molecules 2025 dataset. Energies are from ωB97M-V/def2-TZVPD.

## Properties
**HOMO level**: -8.13 eV
**Kohn-Sham gap**: 5.1 eV

ORCA input file:
```
! RIJCOSX wB97M-V def2-TZVPD def2/J DEFGRID3
* xyz 0 1
C 2.212 -1.191 -0.700
C 2.687 0.135 -0.554
N -0.444 -0.340 -0.688
C -0.759 -0.117 1.772
C -0.692 0.511 0.368
C -2.096 0.306 -0.442
O -3.008 -0.242 0.096
O 1.972 1.030 -0.099
H 2.760 -1.997 -1.173
H 1.452 -1.477 0.019
H 3.674 0.410 -0.966
H 0.495 -0.166 -1.143
H -1.734 -0.508 2.022
H -0.458 0.672 2.465
H 0.006 -0.890 1.823
H -0.248 1.495 0.438
H -2.265 1.033 -1.240
*
```

=====

Stability ranking, top entry: version P; the second entry is 0.1169 hartree less favorable.

=====

Version P
Here is an isolated molecule of C5H9NO2 from the Open Molecules 2025 dataset. Energies are from ωB97M-V/def2-TZVPD.

## Properties
**HOMO level**: -8.18 eV
**Kohn-Sham gap**: 8.9 eV

ORCA input file:
```
! RIJCOSX wB97M-V def2-TZVPD def2/J DEFGRID3
* xyz 0 1
C -1.123 0.464 -0.973
C 0.365 -0.631 0.465
C -0.849 1.461 0.112
C 0.337 0.855 0.879
C 1.758 -1.223 0.314
N -0.362 -0.611 -0.807
O -1.905 0.686 -1.963
O -2.825 -0.497 -1.661
H -0.604 -1.443 -1.329
H -0.211 -1.230 1.181
H -1.760 1.528 0.713
H -0.662 2.449 -0.308
H 1.266 1.340 0.575
H 0.244 0.966 1.958
H 2.338 -0.656 -0.416
H 1.713 -2.264 -0.011
H 2.280 -1.194 1.271
*
```

=====

Version Q
Here is an isolated molecule of C5H9NO2 from the Open Molecules 2025 dataset. Energies are from ωB97M-V/def2-TZVPD.

## Properties
**SMILES string**: O[C@@H]1C[C@]1(O)[C@@H]1CN1
**HOMO level**: -9.35 eV
**Kohn-Sham gap**: 10.2 eV

ORCA input file:
```
! RIJCOSX wB97M-V def2-TZVPD def2/J DEFGRID3
* xyz 0 1
C -1.323 0.916 -0.339
C -1.550 -0.001 0.873
C -0.559 -0.415 -0.089
C 0.985 -0.732 -0.103
C 1.757 -0.019 0.905
H 0.110 2.042 -1.071
H -2.250 0.789 -1.062
H -1.515 0.354 1.889
H -2.441 -0.732 1.058
H -0.920 -1.817 -1.426
H 1.327 -1.817 -0.498
H 1.083 0.907 1.238
H 2.682 -0.222 1.460
H 2.499 0.090 -1.318
N 1.758 0.388 -0.705
O -0.579 2.085 -0.314
O -1.066 -1.815 -0.498
*
```

=====

Stability ranking, top entry: version P; the second entry is 0.0552 hartree less favorable.

=====

Version P
Here is a 2-piece molecular cluster, C5H9N2 overall from the Open Molecules 2025 dataset. Energies are from ωB97M-V/def2-TZVPD.

## Properties
**HOMO level**: -14.44 eV
**Kohn-Sham gap**: 10.1 eV

ORCA input file:
```
! RIJCOSX wB97M-V def2-TZVPD def2/J DEFGRID3
* xyz 1 1
C -2.578 -0.504 0.342
C -2.353 0.506 -0.701
C 1.343 -0.382 1.457
C 0.616 -1.171 0.422
C 1.891 0.759 -0.935
N 1.502 -0.299 -0.022
N -1.368 -0.503 -0.098
H -3.273 -0.773 1.064
H -2.666 0.156 -1.700
H -2.296 1.585 -0.569
H 0.610 0.340 1.922
H 2.164 -0.658 2.109
H 0.532 -2.142 -0.003
H 2.013 1.581 -0.347
H 2.838 0.590 -1.324
H 1.025 0.915 -1.618
*
```

=====

Version Q
Here is an isolated ion of composition C5H9N2 and charge +1 from the Open Molecules 2025 dataset. Energies are from ωB97M-V/def2-TZVPD.

## Properties
**SMILES string**: CC1=[NH+][C@@H](C)N=C1
**HOMO level**: -15.28 eV
**Kohn-Sham gap**: 10.0 eV

ORCA input file:
```
! RIJCOSX wB97M-V def2-TZVPD def2/J DEFGRID3
* xyz 1 1
C 0.108 -0.683 1.449
C -0.381 0.573 0.784
C 0.079 -1.064 -0.866
C -0.868 1.774 1.414
C 1.149 -1.156 -1.867
N 0.385 -1.583 0.658
N -0.360 0.371 -0.484
H -0.068 -0.824 2.501
H -0.945 -1.399 -1.107
H -2.003 1.756 1.670
H -0.741 2.665 0.775
H -0.261 1.827 2.444
H 1.804 -0.306 -1.444
H 0.782 -0.897 -2.872
H 1.686 -2.069 -1.799
H -0.365 1.015 -1.255
*
```

=====

Version R
Here is an isolated ion of composition C5H9N2 and charge +1 from the Open Molecules 2025 dataset. Energies are from ωB97M-V/def2-TZVPD.

## Properties
**SMILES string**: CC1=NCC[NH+]=C1
**HOMO level**: -14.18 eV
**Kohn-Sham gap**: 8.7 eV

ORCA input file:
```
! RIJCOSX wB97M-V def2-TZVPD def2/J DEFGRID3
* xyz 1 1
C 0.103 -1.051 -0.585
C 1.895 0.180 0.415
C 0.912 1.431 0.337
C -1.118 0.044 0.053
C -2.466 -0.538 0.133
N 1.448 -0.855 -0.693
N -0.535 1.078 0.402
H -0.351 -1.581 -1.489
H 2.854 0.545 0.407
H 1.783 -0.283 1.407
H 1.036 2.214 1.048
H 0.911 1.930 -0.632
H -3.128 -0.464 -0.745
H -3.053 0.010 0.914
H -2.392 -1.589 0.473
H 2.102 -1.070 -1.444
*
```

=====

Version S
Here is a 2-piece molecular cluster, C5H9N2 overall from the Open Molecules 2025 dataset. Energies are from ωB97M-V/def2-TZVPD.

## Properties
**HOMO level**: -13.07 eV
**Kohn-Sham gap**: 8.1 eV

ORCA input file:
```
! RIJCOSX wB97M-V def2-TZVPD def2/J DEFGRID3
* xyz 1 1
C -3.307 1.041 0.415
C -2.698 0.530 -0.497
C 1.016 1.188 -0.456
C -0.124 -2.194 0.061
C 0.090 -1.005 -0.502
N 1.654 2.253 0.072
N 0.970 0.012 0.081
H -4.075 1.343 1.077
H 0.334 1.395 -1.309
H 0.303 -2.933 -0.638
H 0.289 -2.453 1.082
H -1.218 -2.436 0.165
H -2.107 0.098 -1.297
H 1.643 3.137 -0.483
H 2.325 2.150 0.802
H 1.638 -0.084 0.882
*
```

=====

Stability ranking, top entry: version Q; the second entry is 0.0479 hartree less favorable.

=====

Version P
Here is an isolated ion of composition C5H9N2 and charge +1 from the Open Molecules 2025 dataset. Energies are from ωB97M-V/def2-TZVPD.

## Properties
**SMILES string**: C[N+]1(N2CC2)C=C1
**HOMO level**: -14.14 eV
**Kohn-Sham gap**: 10.3 eV

ORCA input file:
```
! RIJCOSX wB97M-V def2-TZVPD def2/J DEFGRID3
* xyz 1 1
C -1.508 -0.970 0.532
C -1.372 -1.061 -0.747
C 1.769 0.316 -0.325
C 1.572 -1.045 0.219
C -1.077 1.483 0.151
N 0.720 0.035 0.633
N -0.595 0.119 0.270
H -1.932 -1.343 1.440
H -1.437 -1.246 -1.788
H 2.558 0.949 0.056
H 1.498 0.498 -1.355
H 1.152 -1.790 -0.448
H 2.235 -1.437 0.977
H -1.024 1.966 1.127
H -0.452 2.038 -0.549
H -2.108 1.489 -0.192
*
```

=====

Version Q
Here is an isolated ion of composition C5H9N2 and charge +1 from the Open Molecules 2025 dataset. Energies are from ωB97M-V/def2-TZVPD.

## Properties
**SMILES string**: [H]/N=C(\CC)[N+]#CC
**HOMO level**: -15.36 eV
**Kohn-Sham gap**: 10.4 eV

ORCA input file:
```
! RIJCOSX wB97M-V def2-TZVPD def2/J DEFGRID3
* xyz 1 1
C -1.569 -0.276 -0.125
C 0.775 -1.168 0.235
C -2.939 0.192 -0.307
C 1.498 1.203 -0.291
C 1.477 0.051 0.792
N 1.349 -2.289 -0.119
N -0.612 -0.929 -0.111
H -2.965 1.072 -0.926
H -3.656 0.407 0.496
H -3.609 -0.539 -0.864
H 0.598 1.146 -0.943
H 2.384 1.174 -0.877
H 2.306 -2.276 0.222
H 1.094 0.459 1.714
H 2.526 -0.374 0.944
H 1.344 2.145 0.159
*
```

=====

Stability ranking, top entry: version Q; the second entry is 0.1135 hartree less favorable.